{
  "formula": "C7H10N4",
  "method": "the ωB97M-V functional and the def2-TZVPD basis",
  "symbols": ["H", "N", "C", "N", "N", "C", "C", "C", "C", "C", "C", "N", "H", "H", "H", "H", "H", "H", "H", "H", "H"],
  "positions_angstrom": [[4.2579, -0.8392, -0.2516], [3.3545, -1.2820, -0.2830], [2.3575, -0.4671, 0.0801], [2.4506, 0.7559, 0.7519], [1.1045, -0.7486, -0.4722], [-0.2951, -0.4724, -0.1088], [-1.1571, -1.5768, 0.1581], [-2.5010, -1.4580, 0.3082], [-3.0326, -0.1783, -0.0072], [-2.1465, 0.8999, -0.1118], [-0.7619, 0.8287, -0.1767], [0.0967, 1.9588, -0.2253], [3.3827, 1.1682, 0.8486], [1.6928, 1.4504, 0.5555], [1.2134, -1.7168, -0.8238], [-0.7917, -2.6150, 0.2229], [-3.2347, -2.3004, 0.6003], [-4.0626, 0.0467, -0.0838], [-2.5721, 1.8663, -0.1222], [0.8104, 1.7879, -0.9091], [-0.1657, 2.8918, 0.0499]],
  "nbo_charge": [0.34, -0.82, 0.60, -0.86, -0.64, 0.12, -0.24, -0.21, -0.20, -0.23, 0.13, -0.86, 0.39, 0.40, 0.41, 0.23, 0.23, 0.21, 0.20, 0.40, 0.41],
  "total_charge": 0,
  "max_force_ev_per_a": 3.314,
  "gap_ev": 8.92,
  "e_tot_ha": -491.73738,
  "smiles": "[H]/N=C(\\N)Nc1ccccc1N",
  "e_lumo_ev": 0.801
}

---

{
  "formula": "C8H15NO",
  "method": "the ωB97M-V functional and the def2-TZVPD basis",
  "symbols": ["C", "C", "C", "C", "C", "C", "C", "C", "H", "H", "H", "H", "H", "H", "H", "H", "H", "H", "H", "H", "H", "H", "H", "N", "O"],
  "positions_angstrom": [[-3.5089, -0.2949, 0.1858], [-2.0678, 0.0113, -0.4978], [-0.9053, -0.2350, 0.3241], [-0.4850, -1.7465, -0.1146], [1.0705, -1.0878, -0.0130], [2.5265, -1.1955, 0.1654], [2.8884, 0.3735, -0.0918], [0.0615, 1.0153, 0.1574], [-3.6088, -0.2678, 1.3827], [-4.2830, 0.8643, -0.4666], [-3.7561, -1.4577, -0.3632], [-2.0780, -0.5199, -1.4434], [-1.9426, 1.0260, -0.8817], [-1.5655, 0.0187, 1.2788], [-1.0918, -2.3489, 0.7015], [-0.7272, -2.1035, -1.1868], [0.9123, -0.4219, -0.7857], [0.8007, -0.7564, 1.1711], [2.8906, -1.5373, 1.1063], [2.9958, -1.7610, -0.5087], [3.6043, 0.5888, -1.1008], [3.4816, 1.1323, 0.5998], [1.5140, 1.9806, -0.3521], [1.3884, 1.1026, -0.1704], [-0.5432, 2.1004, 0.1686]],
  "nbo_charge": [-0.62, -0.45, -0.36, -0.39, -0.36, -0.42, -0.21, 0.67, 0.22, 0.20, 0.22, 0.19, 0.25, 0.28, 0.23, 0.21, 0.20, 0.19, 0.21, 0.20, 0.21, 0.22, 0.38, -0.65, -0.64],
  "total_charge": 0,
  "max_force_ev_per_a": 7.895,
  "gap_ev": 9.97,
  "e_tot_ha": -443.40051,
  "e_lumo_ev": 0.817
}

---

{
  "formula": "C22H60N5O6Pd",
  "method": "the ωB97M-V functional and the def2-TZVPD basis",
  "symbols": ["Pd", "C", "C", "O", "H", "H", "H", "H", "H", "C", "C", "C", "O", "C", "N", "H", "H", "H", "H", "H", "H", "H", "H", "H", "H", "H", "C", "C", "C", "O", "C", "N", "H", "H", "H", "H", "H", "H", "H", "H", "H", "H", "H", "C", "C", "C", "O", "C", "N", "H", "H", "H", "H", "H", "H", "H", "H", "H", "H", "H", "C", "C", "C", "O", "C", "N", "H", "H", "H", "H", "H", "H", "H", "H", "H", "H", "H", "C", "C", "C", "O", "C", "N", "H", "H", "H", "H", "H", "H", "H", "H", "H", "H", "H"],
  "positions_angstrom": [[0.4983, -4.6555, -5.1775], [1.9748, 1.3435, -1.0826], [1.0073, 0.7432, -2.0739], [0.8109, -0.5905, -2.2711], [2.9172, 0.8008, -1.1560], [1.6424, 1.1553, -0.0617], [2.0715, 2.4230, -1.1984], [1.3061, 1.0657, -3.0713], [0.0994, 1.3258, -1.9182], [-5.1011, 4.6984, 9.2341], [-3.7180, 4.0989, 9.2558], [-2.6959, 4.6812, 8.2888], [-1.6357, 3.7607, 8.2050], [-1.0375, 3.5339, 6.9128], [-3.1385, 4.2015, 10.5949], [-5.1076, 5.7772, 9.3904], [-5.7481, 4.2694, 9.9992], [-5.6417, 4.4568, 8.3189], [-3.9395, 3.0574, 9.0227], [-2.4193, 5.7052, 8.5396], [-3.2471, 4.7318, 7.3498], [-1.6111, 3.3244, 6.0099], [-0.3354, 2.7019, 6.9673], [-0.4259, 4.3905, 6.6293], [-2.1305, 4.1454, 10.5675], [-3.3400, 5.1066, 10.9953], [-1.7200, -3.7153, 2.7199], [-3.1870, -3.3506, 2.3376], [-3.4466, -1.8237, 2.6795], [-4.8224, -1.3622, 2.3725], [-4.9420, 0.0651, 2.5343], [-3.1339, -3.6678, 0.9477], [-1.5330, -4.7768, 2.5574], [-1.5643, -3.4355, 3.7618], [-0.9869, -3.2826, 2.0391], [-3.9156, -3.9654, 2.8660], [-2.7644, -1.3421, 1.9790], [-3.1451, -1.5893, 3.7004], [-4.4028, 0.5491, 1.7200], [-4.6205, 0.3140, 3.5456], [-6.0076, 0.2743, 2.4403], [-2.7531, -2.8009, 0.5960], [-2.3369, -4.2609, 0.7656], [-6.6384, 3.8052, -5.4711], [-5.5130, 3.9205, -4.4372], [-5.9195, 4.9558, -3.3871], [-5.9609, 6.2096, -4.0933], [-6.2055, 7.3747, -3.3307], [-5.5463, 2.5800, -3.8274], [-6.5790, 3.0065, -6.2104], [-6.5798, 4.7141, -6.0699], [-7.5868, 3.6313, -4.9629], [-4.5455, 4.0713, -4.9160], [-5.2013, 4.8105, -2.5802], [-6.8862, 4.6971, -2.9550], [-6.9471, 7.2727, -2.5384], [-6.4710, 8.2112, -3.9772], [-5.3136, 7.6152, -2.7520], [-5.1937, 2.0087, -4.5820], [-4.8499, 2.5340, -3.0973], [6.0388, -2.0333, -7.0081], [4.5449, -2.1597, -6.8499], [3.7556, -1.6386, -8.0296], [2.3650, -1.7526, -7.7641], [1.5019, -0.6508, -8.1172], [4.1092, -3.5203, -6.4893], [6.5880, -2.7017, -6.3450], [6.4567, -1.0345, -6.8820], [6.3200, -2.3696, -8.0060], [4.1868, -1.5848, -5.9959], [3.9916, -2.3164, -8.8500], [4.0865, -0.6324, -8.2869], [1.8917, 0.3272, -7.8351], [0.5569, -0.8299, -7.6044], [1.3153, -0.6115, -9.1904], [4.5367, -4.0721, -7.2192], [4.6952, -3.7616, -5.7028], [6.9140, -3.8143, 0.6896], [7.6899, -5.1930, 0.7658], [7.2958, -5.9385, 2.0035], [7.4130, -5.1953, 3.2003], [8.7657, -5.1865, 3.7098], [7.2069, -5.8691, -0.4220], [7.0136, -3.2838, -0.2573], [7.2589, -3.2182, 1.5345], [5.8677, -4.0195, 0.9158], [8.7583, -4.9786, 0.7405], [7.7597, -6.9181, 2.1183], [6.2504, -6.2220, 1.8812], [8.7606, -4.4940, 4.5515], [9.4211, -4.7109, 2.9801], [9.0446, -6.2031, 3.9870], [6.2307, -6.1103, -0.3272], [7.5732, -6.8029, -0.5402]],
  "lowdin_spin": [0.99, 0.01, 0.11, 0.80, 0.00, 0.00, 0.00, 0.06, 0.02, 0.00, 0.00, 0.00, 0.00, 0.00, 0.00, 0.00, 0.00, 0.00, 0.00, 0.00, 0.00, 0.00, 0.00, 0.00, 0.00, 0.00, 0.00, 0.00, 0.00, 0.00, 0.00, 0.00, 0.00, 0.00, 0.00, 0.00, 0.00, 0.00, 0.00, 0.00, 0.00, 0.00, 0.00, 0.00, 0.00, 0.00, 0.00, 0.00, 0.00, 0.00, 0.00, 0.00, 0.00, 0.00, 0.00, 0.00, 0.00, 0.00, 0.00, 0.00, 0.00, 0.00, 0.00, 0.00, 0.00, 0.01, 0.00, 0.00, 0.00, 0.00, 0.00, 0.00, 0.00, 0.00, 0.00, 0.00, 0.00, 0.00, 0.00, 0.00, 0.00, 0.00, 0.00, 0.00, 0.00, 0.00, 0.00, 0.00, 0.00, 0.00, 0.00, 0.00, 0.00, 0.00],
  "total_charge": 1,
  "max_force_ev_per_a": 2.712,
  "gap_ev": [3.26, 1.93],
  "e_tot_ha": -1726.65230,
  "multiplicity": 3,
  "e_lumo_ev": [-6.592, -7.914],
  "s_squared": 2.005
}

---

{
  "formula": "C42H62N5O2PbS2",
  "method": "the ωB97M-V functional and the def2-TZVPD basis",
  "symbols": ["Pb", "C", "N", "C", "C", "C", "N", "C", "C", "C", "C", "C", "C", "C", "O", "C", "C", "C", "C", "C", "C", "C", "C", "C", "C", "C", "C", "C", "C", "C", "O", "C", "C", "C", "C", "C", "C", "C", "C", "H", "H", "H", "H", "H", "H", "H", "H", "H", "H", "H", "H", "H", "H", "H", "H", "H", "H", "H", "H", "H", "H", "H", "H", "H", "H", "H", "H", "H", "H", "H", "H", "H", "H", "H", "H", "H", "H", "H", "H", "H", "H", "H", "H", "H", "H", "H", "H", "H", "H", "H", "H", "H", "H", "C", "S", "C", "S", "N", "N", "C", "C", "C", "C", "C", "C", "N", "H", "H", "H", "H", "H", "H", "H", "H"],
  "positions_angstrom": [[-1.4524, -0.7211, 0.1888], [2.4574, -2.2489, -0.7479], [2.2483, -1.1087, 0.1294], [2.9673, -1.2827, 1.3807], [2.6433, 0.1264, -0.5273], [1.9740, 1.3596, 0.0743], [0.5251, 1.5145, -0.1363], [0.0142, 2.4705, 0.8669], [0.0881, 1.9915, 2.2943], [1.0552, 2.4980, 3.1414], [1.1119, 2.1403, 4.4837], [0.1407, 1.2539, 4.9311], [-0.8840, 0.7376, 4.1403], [-0.9407, 1.1155, 2.7669], [-1.9158, 0.7846, 1.9582], [-1.8771, -0.1999, 4.8585], [-2.5198, 0.5600, 6.0320], [-1.1097, -1.4217, 5.3927], [-3.0288, -0.7468, 4.0049], [2.1472, 2.7800, 5.4062], [1.8449, 4.2844, 5.5159], [2.1198, 2.1886, 6.8178], [3.5635, 2.5951, 4.8427], [0.2132, 2.0413, -1.4805], [0.4895, 1.1381, -2.6517], [1.5446, 1.4049, -3.4999], [1.8200, 0.6059, -4.6044], [0.9577, -0.4613, -4.8292], [-0.1479, -0.7619, -4.0349], [-0.4252, 0.0659, -2.9062], [-1.4843, -0.0550, -2.1602], [-1.0074, -1.9585, -4.4949], [-1.6130, -1.6223, -5.8693], [-2.1672, -2.3438, -3.5673], [-0.1230, -3.2098, -4.6341], [3.0100, 0.9260, -5.5083], [2.8183, 2.3192, -6.1281], [3.1635, -0.0789, -6.6526], [4.3029, 0.9075, -4.6787], [3.5087, -2.3316, -1.0751], [1.8235, -2.1520, -1.6326], [2.1870, -3.1649, -0.2200], [4.0542, -1.3880, 1.2131], [2.6087, -2.1744, 1.8908], [2.7977, -0.4288, 2.0386], [2.3961, 0.0506, -1.5799], [3.7372, 0.2631, -0.4485], [2.4930, 2.2527, -0.3196], [2.1407, 1.3419, 1.1508], [-1.0410, 2.6560, 0.6481], [0.5624, 3.4222, 0.7605], [1.7816, 3.1966, 2.7349], [0.1668, 0.9440, 5.9681], [-1.7756, 0.9570, 6.7238], [-3.1886, -0.1007, 6.5909], [-3.1073, 1.3972, 5.6487], [-0.3224, -1.1416, 6.0961], [-0.6526, -1.9619, 4.5621], [-1.7988, -2.1013, 5.9018], [-3.6541, 0.0530, 3.6125], [-3.6434, -1.4048, 4.6288], [-2.6595, -1.3236, 3.1614], [0.8319, 4.4352, 5.8935], [1.9130, 4.7642, 4.5384], [2.5478, 4.7785, 6.1938], [1.1530, 2.3573, 7.2953], [2.8864, 2.6674, 7.4314], [2.3208, 1.1155, 6.7992], [3.6629, 3.0530, 3.8582], [3.8024, 1.5339, 4.7490], [4.3001, 3.0576, 5.5061], [0.7528, 2.9946, -1.6166], [-0.8591, 2.2572, -1.4905], [2.1846, 2.2545, -3.2737], [1.1442, -1.0960, -5.6853], [-2.2526, -0.7410, -5.7887], [-2.2158, -2.4589, -6.2350], [-0.8363, -1.4118, -6.6065], [-2.8583, -1.5170, -3.4272], [-1.8080, -2.6415, -2.5820], [-2.7057, -3.1895, -4.0080], [0.6661, -3.0762, -5.3759], [-0.7340, -4.0624, -4.9423], [0.3445, -3.4538, -3.6781], [1.8943, 2.3433, -6.7092], [3.6529, 2.5694, -6.7901], [2.7498, 3.0869, -5.3562], [2.2830, -0.0725, -7.2980], [3.3117, -1.0914, -6.2720], [4.0305, 0.1848, -7.2627], [4.2646, 1.6470, -3.8780], [5.1726, 1.1259, -5.3055], [4.4401, -0.0747, -4.2221], [-0.9879, -6.4319, 1.5936], [-2.5964, -5.9029, 0.9472], [-2.5136, -4.1245, 0.9343], [-1.2899, -3.2541, 1.7273], [-3.5610, -3.6591, 0.3039], [-3.5930, -2.3412, 0.0543], [-4.7112, -1.8352, -0.3012], [-4.7781, -0.4334, -0.6907], [-5.9202, 0.0771, -1.3126], [-5.9292, 1.3957, -1.7249], [-4.8085, 2.1813, -1.4981], [-3.7247, 1.6024, -0.8578], [-3.7101, 0.3402, -0.4629], [-1.1363, -7.3569, 2.1468], [-0.6186, -5.6454, 2.2471], [-0.3024, -6.5910, 0.7639], [-5.6164, -2.4404, -0.3400], [-6.7727, -0.5676, -1.4820], [-6.8016, 1.8066, -2.2173], [-4.7773, 3.2152, -1.8120], [-2.8296, 2.1769, -0.6503]],
  "lowdin_charge": [1.38, -0.10, -0.26, -0.10, -0.20, -0.16, -0.16, -0.16, -0.14, -0.02, -0.19, -0.01, -0.08, -0.33, -0.31, -0.53, -0.06, -0.05, -0.07, -0.56, -0.05, -0.07, -0.06, -0.15, -0.15, -0.03, -0.19, -0.01, -0.09, -0.33, -0.30, -0.53, -0.05, -0.07, -0.06, -0.56, -0.06, -0.07, -0.05, 0.08, 0.08, 0.08, 0.08, 0.08, 0.08, 0.09, 0.12, 0.13, 0.09, 0.11, 0.12, 0.11, 0.08, 0.07, 0.08, 0.09, 0.07, 0.07, 0.08, 0.08, 0.08, 0.02, 0.09, 0.08, 0.08, 0.08, 0.08, 0.09, 0.07, 0.09, 0.08, 0.12, 0.10, 0.11, 0.08, 0.09, 0.08, 0.07, 0.07, 0.07, 0.08, 0.07, 0.08, 0.08, 0.09, 0.08, 0.07, 0.08, 0.08, 0.08, 0.07, 0.08, 0.09, -0.44, 0.80, -1.14, 0.47, -0.13, -0.09, -0.09, -0.25, -0.02, -0.07, -0.05, -0.12, 0.04, 0.02, -0.03, 0.03, 0.12, 0.11, 0.10, 0.10, 0.10],
  "total_charge": -1,
  "max_force_ev_per_a": 0.912,
  "gap_ev": 6.29,
  "e_tot_ha": -3051.20574,
  "e_lumo_ev": 2.052
}

---

> What is the formula in the third record?

C22H60N5O6Pd